## a
C4H12BrN2 | ωB97M-V/def2-TZVPD

The highest occupied orbital energy is -13.22 eV. As for the SMILES: CC[NH2+]CN(C)Br. Its total charge is +1.

Geometry as XYZ:
```
19
C4H12BrN2 (ωB97M-V/def2-TZVPD)
C -2.23477 -1.86630 -0.73357
C -0.73318 -1.74887 -0.30147
N -0.47483 -0.26154 -0.09589
C 0.79032 0.13205 0.39060
N 0.88013 1.80087 0.04082
C 2.23179 2.24088 0.40316
Br -0.51167 2.70676 0.94257
H -2.58376 -1.43462 -1.71270
H -2.39847 -3.02958 -0.80774
H -2.94344 -1.24411 -0.14780
H 0.15621 -1.93267 -0.86627
H -0.59496 -2.24256 0.66384
H -1.12367 0.22282 0.49765
H -0.60764 0.22808 -0.98943
H 0.93642 0.08980 1.49514
H 1.61416 -0.52719 -0.08936
H 2.40405 1.74228 1.33138
H 2.75732 1.86772 -0.35773
H 2.43600 3.25617 0.33681
```

Mulliken atomic charge list, values in e, 8 entries: C -1.048; C -0.319; N -0.152; C -0.579; N -0.384; C -0.852; Br -0.017; H 0.362

---

## b
C4H12BrN2 | ωB97M-V/def2-TZVPD

The highest occupied orbital energy is -13.18 eV. Its total charge is +1.

Geometry as XYZ:
```
19
C4H12BrN2 (ωB97M-V/def2-TZVPD)
C -2.84577 1.51097 -0.03629
C 3.04603 -1.42113 -0.20833
C -1.55470 0.98487 -0.65070
C -0.55220 -0.99636 0.27520
N 2.01311 -0.47758 -0.73054
N -0.78768 0.24515 0.33816
Br 2.33459 1.24408 0.05238
H -3.63838 0.75104 0.34564
H -2.76900 2.08877 0.80748
H -3.29465 2.11870 -0.79416
H 2.82480 -2.45512 -0.54072
H 4.03595 -1.05850 -0.65757
H 3.08744 -1.26650 0.89173
H -0.99165 1.87243 -0.90411
H -1.71358 0.33095 -1.55171
H -0.16973 -1.57899 1.12398
H -0.83342 -1.65583 -0.56058
H -0.30990 0.69721 1.18824
H 1.89292 -0.21338 -1.64058
```

Mulliken atomic charge list, values in e, 8 entries: C -1.265; C -0.712; C -0.226; C -0.213; N -0.388; N 0.044; Br -0.062; H 0.319

---

Which structure is most stable? b, by 19.4 kcal/mol over the runner-up.

---

## a
C2H8NO2 | ωB97M-V/def2-TZVPD

The highest occupied orbital energy is -3.10 eV. Its total charge is -1.

Geometry as XYZ:
```
13
C2H8NO2 (ωB97M-V/def2-TZVPD)
C 1.24444 -1.52835 -0.72913
O 0.43438 -1.09028 -1.77702
H 1.94107 -2.25309 -1.12733
H 1.76846 -0.68337 -0.25029
H 0.67182 -2.00106 0.05456
N -0.49475 0.58096 1.44498
C -1.23129 1.26159 0.29193
O -0.71103 1.00408 -0.89642
H 0.49255 0.56339 1.24371
H -0.63731 1.15373 2.27615
H -2.26131 0.86963 0.40830
H -1.19938 2.35566 0.52415
H -0.01764 -0.23289 -1.46359
```

Mulliken atomic charge list, values in e, 8 entries: C -0.645; O -0.626; H 0.259; H 0.168; H 0.278; N -0.607; C -0.228; O -0.819

---

## b
C2H8NO2 | ωB97M-V/def2-TZVPD

The highest occupied orbital energy is -2.95 eV. Its total charge is -1.

Geometry as XYZ:
```
13
C2H8NO2 (ωB97M-V/def2-TZVPD)
C 0.86070 -0.46187 1.02397
O 0.03872 0.67709 1.02749
C 0.54333 -1.22858 -0.31956
N 1.30935 -0.39851 -1.38819
H 0.46477 -1.01695 1.91654
H 1.94894 -0.40908 1.09344
H -0.51798 -1.29213 -0.49502
H 1.00873 -2.26173 -0.28873
H 1.47295 0.58957 -1.08234
H 0.63814 -0.20399 -2.14801
H -1.71619 1.82552 -0.49662
H -1.64752 0.88921 0.46412
O -2.38726 1.16973 -0.20916
```

Mulliken atomic charge list, values in e, 8 entries: C -0.754; O -0.950; C -0.221; N -0.730; H 0.309; H 0.308; H 0.266; H 0.258

---

## c
C2H8NO2 | ωB97M-V/def2-TZVPD

The highest occupied orbital energy is -3.61 eV. Its total charge is -1.

Geometry as XYZ:
```
13
C2H8NO2 (ωB97M-V/def2-TZVPD)
C -1.29209 1.00192 1.91539
O -0.80341 -0.28971 1.61887
H -1.56873 1.64903 1.03114
H -2.08115 0.89315 2.66775
H -0.37911 1.74484 2.23083
N 0.94695 -1.03685 -2.21616
C 0.23467 -0.16127 -1.24194
O 0.95737 0.30924 -0.13968
H 1.57659 -0.32212 -2.60933
H 1.55322 -1.56239 -1.60770
H -0.23373 0.65518 -1.73658
H -0.54124 -0.94085 -1.05780
H 0.15837 -0.05900 0.72060
```

Mulliken atomic charge list, values in e, 8 entries: C -0.480; O -0.754; H 0.161; H 0.217; H 0.113; N -0.709; C -0.427; O -0.716

---

Which structure is most stable? a, by 8.5 kcal/mol over the runner-up.

---

## a
C2H8NO2 | ωB97M-V/def2-TZVPD

The highest occupied orbital energy is -2.68 eV. Its total charge is -1.

Geometry as XYZ:
```
13
C2H8NO2 (ωB97M-V/def2-TZVPD)
C 0.56370 0.88445 -1.08985
N 0.05329 0.49204 0.22844
C 0.78976 -0.74395 0.74780
O 2.03416 -0.52770 1.11723
H 0.56880 1.96888 -1.16703
H -0.07594 0.44816 -1.87084
H 1.57058 0.46721 -1.22785
H 0.25976 1.22055 0.89860
H 0.68931 -1.47494 -0.09364
H 0.08112 -1.14923 1.52466
H -1.57334 -0.11197 0.00156
H -2.45912 -1.20255 0.58370
O -2.50207 -0.27095 0.34721
```

Mulliken atomic charge list, values in e, 8 entries: C -0.787; N -0.413; C -0.495; O -0.843; H 0.325; H 0.196; H 0.326; H 0.216

---

## b
C2H8NO2 | ωB97M-V/def2-TZVPD

The highest occupied orbital energy is -3.08 eV. Its total charge is -1.

Geometry as XYZ:
```
13
C2H8NO2 (ωB97M-V/def2-TZVPD)
C 0.72558 -1.21191 -0.26470
N -0.48486 -0.40792 -0.04164
C -0.42311 0.93244 -1.03562
O 0.39884 0.71415 -2.02789
H 1.09169 -1.25201 -1.36230
H 0.65038 -2.21858 0.12462
H 1.55041 -0.72420 0.24171
H -1.27630 -0.93729 -0.37610
H -0.10406 1.60569 -0.21278
H -1.49282 0.90855 -1.31272
H -0.35353 0.25571 1.55745
H 0.12652 1.55788 2.27245
O -0.40875 0.77750 2.43749
```

Mulliken atomic charge list, values in e, 8 entries: C -0.769; N -0.621; C -0.138; O -0.827; H 0.243; H 0.347; H 0.227; H 0.230

---

## c
C2H8NO2 | ωB97M-V/def2-TZVPD

The highest occupied orbital energy is -3.26 eV. Its total charge is -1.

Geometry as XYZ:
```
13
C2H8NO2 (ωB97M-V/def2-TZVPD)
C -0.54770 0.47418 -0.58006
O 0.04003 1.19095 0.38427
C 0.53817 -0.57457 -1.03155
N 1.72170 -0.49293 -0.08028
H -1.53259 0.00542 -0.15406
H -0.79589 1.08719 -1.42866
H 0.06311 -1.63534 -1.03240
H 0.94584 -0.35944 -2.06923
H 1.91036 0.48091 -0.03442
H 1.46130 -0.57986 0.87516
H -1.06424 -0.55028 2.02701
H -1.05185 0.81023 1.28049
O -1.68823 0.14355 1.84373
```

Mulliken atomic charge list, values in e, 8 entries: C -0.428; O -0.930; C -0.333; N -0.841; H 0.324; H 0.247; H 0.227; H 0.252

---

Which structure is most stable? a, by 6.1 kcal/mol over the runner-up.

---

## a
C25H27NOOsP2SSe2 | ωB97M-V/def2-TZVPD

The highest occupied orbital energy is -13.75 eV. Its total charge is +2.

Geometry as XYZ:
```
60
C25H27NOOsP2SSe2 (ωB97M-V/def2-TZVPD)
Os -0.10332 0.52174 -0.58382
C 0.16575 -2.27699 -2.44699
C 0.99575 -1.15137 -2.98297
C 1.76738 -1.37738 -4.14181
C 2.57283 -0.39696 -4.63891
C 2.63477 0.84758 -3.97714
C 3.45810 1.91512 -4.41004
C 3.49661 3.09217 -3.71614
C 2.71294 3.25283 -2.55816
C 1.90142 2.23196 -2.13104
S 0.88457 2.39747 -0.70974
C 1.84509 1.01074 -2.82701
N 1.02206 0.01597 -2.34899
H -0.17285 -2.91934 -3.25874
H -0.69371 -1.92560 -1.88115
H 0.76688 -2.89598 -1.77771
H 1.71185 -2.34640 -4.61770
H 3.16690 -0.56322 -5.52892
H 4.06114 1.77919 -5.29856
H 4.12692 3.90465 -4.04878
H 2.75277 4.18210 -2.00338
Se 1.13769 -0.90491 0.80124
P 0.03821 -0.11648 2.60717
Se -1.43029 1.05940 1.48517
C -0.65284 -1.43134 3.58907
C 0.21508 -2.21224 4.35854
C -0.29709 -3.24860 5.11717
C -1.66552 -3.49662 5.12079
C -2.52615 -2.71700 4.36165
C -2.02281 -1.68452 3.58453
C 1.15610 0.83267 3.62816
C 0.84845 1.00716 4.97816
C 1.65845 1.80957 5.76451
C 2.76897 2.43039 5.21023
C 3.07458 2.25837 3.86564
C 2.26788 1.46522 3.06931
H 1.27866 -2.00503 4.37335
H 0.36757 -3.85758 5.71434
H -2.06211 -4.30104 5.72567
H -3.59054 -2.90746 4.38130
H -2.68824 -1.06801 2.99414
H -0.01440 0.51965 5.41513
H 1.42458 1.94549 6.81138
H 3.40146 3.05221 5.82934
H 3.94416 2.74161 3.44189
H 2.50636 1.33365 2.02116
C -4.13552 1.49554 -2.37766
P -3.04052 0.09391 -2.46564
C -2.57641 -0.16357 -4.17272
C -3.89475 -1.35473 -1.86734
O -1.81494 0.37040 -1.59277
H -5.01954 1.32006 -2.99236
H -3.61961 2.38554 -2.73847
H -4.44111 1.65418 -1.34345
H -3.46939 -0.31266 -4.78184
H -1.93811 -1.04270 -4.26008
H -2.04053 0.71154 -4.54144
H -4.80296 -1.51724 -2.44957
H -4.16258 -1.20972 -0.82052
H -3.25609 -2.23338 -1.95748
```

Mulliken atomic charge list, values in e, 8 entries: Os 1.514; C -1.579; C 0.951; C -0.836; C -0.861; C 1.073; C -0.821; C -0.790

---

## b
C25H27NOOsP2SSe2 | ωB97M-V/def2-TZVPD

The highest occupied orbital energy is -13.80 eV. Its total charge is +2.

Geometry as XYZ:
```
60
C25H27NOOsP2SSe2 (ωB97M-V/def2-TZVPD)
Os 0.29098 -0.45860 0.37458
C -1.90707 -3.00138 0.16899
C -1.55099 -2.66308 1.58388
C -2.15647 -3.39801 2.62769
C -1.90704 -3.08671 3.93007
C -1.03546 -2.01671 4.23196
C -0.73104 -1.61454 5.55465
C 0.11046 -0.56222 5.78765
C 0.68445 0.13280 4.70608
C 0.40393 -0.24912 3.41871
S 1.11299 0.58236 2.03408
C -0.46039 -1.32694 3.15334
N -0.71691 -1.66163 1.84323
H -2.12053 -4.06506 0.07849
H -1.12128 -2.74245 -0.53511
H -2.81572 -2.46486 -0.11502
H -2.82606 -4.20509 2.36599
H -2.37183 -3.64403 4.73380
H -1.18049 -2.15208 6.37967
H 0.33596 -0.25519 6.79906
H 1.34586 0.97045 4.89137
Se 1.44525 0.87713 -1.40677
P -0.46058 1.91076 -1.73970
Se -1.67101 0.61989 -0.33750
C -0.49867 3.60751 -1.18732
C -0.15245 4.60756 -2.09855
C -0.08448 5.92347 -1.67212
C -0.36340 6.24035 -0.34952
C -0.70629 5.24446 0.55641
C -0.76932 3.92490 0.14375
C -1.06512 1.83924 -3.41421
C -0.47252 0.99444 -4.35165
C -0.98975 0.93326 -5.63527
C -2.09895 1.69566 -5.97388
C -2.69733 2.52937 -5.03602
C -2.18189 2.60978 -3.75515
H 0.05894 4.36494 -3.13226
H 0.18096 6.70122 -2.37483
H -0.31768 7.27049 -0.02280
H -0.93008 5.49982 1.58310
H -1.03998 3.15109 0.85165
H 0.39085 0.40075 -4.08089
H -0.52569 0.29277 -6.37255
H -2.49991 1.64447 -6.97731
H -3.56049 3.12130 -5.30748
H -2.63819 3.27181 -3.02917
C 3.89827 -1.63401 -0.48176
P 2.59225 -2.75097 0.00028
C 2.77533 -3.13387 1.73546
C 2.69943 -4.24625 -0.95822
O 1.20065 -2.12997 -0.25860
H 4.87145 -2.09154 -0.29762
H 3.82847 -0.71035 0.09545
H 3.80714 -1.40271 -1.54356
H 3.74256 -3.59845 1.92991
H 1.98159 -3.81888 2.03619
H 2.70068 -2.21509 2.32022
H 3.67211 -4.71507 -0.80281
H 2.57972 -4.00937 -2.01531
H 1.91477 -4.93782 -0.65272
```

Mulliken atomic charge list, values in e, 8 entries: Os 1.618; C -1.680; C 1.010; C -0.812; C -0.935; C 0.958; C -0.822; C -0.777

---

Which structure is most stable? b, by 3.3 kcal/mol over the runner-up.

---

## a
C12H24FO12Tl | ωB97M-V/def2-TZVPD

The highest occupied orbital energy is -16.15 eV. Its total charge is +2.

Geometry as XYZ:
```
50
C12H24FO12Tl (ωB97M-V/def2-TZVPD)
Tl 6.68033 -12.97641 29.97304
F 5.59855 -12.03278 27.49558
C 8.68889 -10.45273 26.33199
O 10.01326 -10.93718 26.84114
C 10.13048 -11.19187 28.13387
O 9.22418 -11.33692 28.91673
O 11.39526 -11.11754 28.36584
C 12.02611 -11.15932 29.60786
H 8.50515 -9.44712 26.71027
H 7.89387 -11.12070 26.66343
H 8.60271 -10.39005 25.24720
H 11.75502 -10.32548 30.25540
H 13.09321 -11.28898 29.42731
H 11.63848 -12.05171 30.09928
C 6.24317 -18.17039 29.38950
O 5.43653 -17.63064 28.32147
C 5.43879 -16.33936 27.99790
O 5.92078 -15.48270 28.63184
O 4.79527 -16.29394 26.85210
C 4.64316 -14.98963 26.21683
H 5.85727 -17.85252 30.35807
H 7.23818 -17.75946 29.21860
H 6.31740 -19.25768 29.36975
H 3.86510 -15.17385 25.47602
H 5.54546 -14.60015 25.74540
H 4.10095 -14.25060 26.80670
C 2.43163 -13.28379 21.31506
O 3.39049 -12.35934 21.88832
C 3.43584 -12.18617 23.21513
O 2.67700 -12.63382 24.12593
O 4.47441 -11.39092 23.44202
C 4.67684 -10.83050 24.72818
H 2.75081 -13.50035 20.29558
H 1.41931 -12.87969 21.31800
H 2.29985 -14.29087 21.71068
H 4.03947 -9.96132 24.89057
H 5.71957 -10.65057 24.98981
H 4.28509 -11.57279 25.42361
C 8.24672 -8.42398 32.97852
O 7.79984 -8.08947 31.63638
C 7.36169 -8.96540 30.79074
O 7.37609 -10.15699 30.74300
O 6.96377 -8.18964 29.73146
C 6.49420 -8.82226 28.55219
H 9.10810 -7.77691 33.14421
H 8.65710 -9.43315 32.94278
H 7.49890 -8.28182 33.75868
H 7.29705 -9.39117 28.08328
H 6.06567 -8.00278 27.97521
H 5.70828 -9.54655 28.76623
```

Mulliken atomic charge list, values in e, 8 entries: Tl 1.038; F -0.362; C -0.663; O -0.318; C 0.745; O -0.453; O -0.310; C -0.608

---

## b
C12H24FO12Tl | ωB97M-V/def2-TZVPD

The highest occupied orbital energy is -14.59 eV. Its total charge is +2.

Geometry as XYZ:
```
50
C12H24FO12Tl (ωB97M-V/def2-TZVPD)
Tl 23.64219 -8.58354 -1.85660
F 22.89529 -8.97234 0.05531
C 19.03514 -12.68057 2.80625
O 20.31567 -12.05608 2.73976
C 20.43924 -10.80290 2.32781
O 19.49644 -10.05284 2.04814
O 21.76706 -10.52861 2.57005
C 22.37072 -9.26592 2.14944
H 19.03994 -13.72040 3.13308
H 18.63337 -12.69960 1.79317
H 18.35628 -12.01721 3.34215
H 23.20595 -9.37492 1.45762
H 22.60829 -8.69742 3.04859
H 21.60099 -8.72938 1.59469
C 24.18724 -9.48031 1.69998
O 25.55285 -9.35109 1.42035
C 26.05842 -8.93812 0.27513
O 25.37727 -8.47511 -0.65871
O 27.34695 -9.14139 0.33464
C 28.18476 -8.46300 -0.61399
H 23.64904 -10.29187 1.21028
H 23.67476 -8.56225 1.41251
H 24.08799 -9.57823 2.78102
H 29.16437 -8.92109 -0.47757
H 28.39217 -7.42055 -0.37238
H 27.83813 -8.64898 -1.63053
C 22.18115 -6.72074 0.97249
O 21.31090 -6.30788 -0.03400
C 21.58908 -6.53473 -1.26272
O 22.65765 -6.98931 -1.68036
O 20.78103 -5.78828 -1.99623
C 21.01220 -5.52444 -3.38241
H 21.82246 -6.25439 1.89007
H 23.21442 -6.42438 0.79186
H 22.02860 -7.78251 1.16610
H 22.06532 -5.59064 -3.65563
H 20.65221 -4.52877 -3.64155
H 20.38966 -6.11137 -4.05773
C 20.26389 -8.62409 0.47116
O 19.96378 -9.32456 -0.67283
C 20.80919 -9.50836 -1.62812
O 21.89967 -8.92108 -1.68665
O 20.35673 -10.54067 -2.41421
C 21.15671 -10.93023 -3.52957
H 21.31353 -8.85482 0.65315
H 19.70070 -9.00130 1.32476
H 20.03327 -7.57045 0.31383
H 20.51757 -11.67577 -4.00262
H 22.14365 -11.30162 -3.25365
H 21.23587 -10.14547 -4.28188
```

Mulliken atomic charge list, values in e, 8 entries: Tl 1.360; F -0.332; C -0.629; O -0.352; C 0.702; O -0.587; O -0.423; C -0.914

---

Which structure is most stable? a, by 353.0 kcal/mol over the runner-up.

---

## a
C5H13NO3 | ωB97M-V/def2-TZVPD

The highest occupied orbital energy (spin up / spin down) is -6.21 / -6.21 eV. Its total charge is 0.

Geometry as XYZ:
```
22
C5H13NO3 (ωB97M-V/def2-TZVPD)
C -1.03950 -1.09249 -0.10613
C 0.22145 1.56430 -1.14233
C 0.22069 0.05538 1.67617
C -0.07801 -2.03386 -0.74762
C 1.51379 -0.70008 1.74729
N -0.87756 -0.41775 1.03122
O -2.22682 -0.85956 -0.76938
O 0.99621 2.71175 -1.30612
O -1.15749 1.86505 -1.03765
H -2.20179 0.02291 -1.16895
H 0.73210 3.16633 -2.11727
H -1.27073 2.46023 -0.28620
H -1.71837 0.11242 1.24422
H 0.29937 0.90200 -2.01457
H -0.02953 0.62334 2.56123
H 0.58086 1.12495 -0.12601
H 0.52844 -1.54000 -1.51331
H 0.58238 -2.48748 -0.01693
H -0.65080 -2.82279 -1.23538
H 1.93635 -0.85374 0.75627
H 2.22221 -0.12237 2.33904
H 1.41676 -1.67853 2.23241
```

Mulliken atomic charge list, values in e, 8 entries: C 0.481; C 0.123; C -0.456; C -1.104; C -1.253; N 0.067; O -0.585; O -0.542

---

## b
C5H13NO3 | ωB97M-V/def2-TZVPD

The highest occupied orbital energy is -8.11 eV. Its total charge is 0.

Geometry as XYZ:
```
22
C5H13NO3 (ωB97M-V/def2-TZVPD)
C 1.07571 -0.77400 -0.76245
C 1.38156 0.23673 1.96679
C 0.26376 -1.98155 -0.94954
O 0.37540 0.11784 0.95273
H 1.98515 -0.86145 -0.18344
H 1.01913 -0.02628 -1.54113
H 1.60975 -0.73516 2.40869
H 2.26053 0.66809 1.48863
H 1.03354 0.91021 2.74730
H 0.84960 -2.62849 -1.62332
H -0.67185 -1.75124 -1.45282
H 0.10244 -2.54055 -0.02834
C -0.61950 2.10768 -1.55697
C -0.98823 -0.27013 1.47723
N -1.85052 -0.11334 0.50743
O -0.81198 0.73085 -1.62296
O -1.05700 -0.61530 2.62953
H -1.46731 0.30839 -0.52740
H -2.80954 -0.34023 0.70282
H -0.77699 2.51183 -0.54288
H -1.30597 2.64653 -2.22996
H 0.40232 2.39956 -1.85995
```

Mulliken atomic charge list, values in e, 8 entries: C 0.125; C -0.768; C -0.948; O -0.207; H 0.358; H 0.219; H 0.320; H 0.307

---

Which structure is most stable? a, by 20.9 kcal/mol over the runner-up.